#1
Density functional theory data (wB97M-V/def2-TZVPD) for the ion C6H10NO with charge +1.

Summary:
- Total charge: +1
- E_HOMO: -14.670 eV
- Structure (SMILES): C=C1[C@H](C(C)=O)[N@H+]1C

```
18
C6H10NO wB97M-V/def2-TZVPD
O 0.53140 2.09729 -0.90852
N -0.87080 0.42128 0.57468
C 1.07449 -0.40006 2.12709
C 1.53057 0.42893 -2.38141
C 0.72988 0.98932 -1.26242
C 0.39877 -0.13202 1.04630
C 0.15883 -0.12853 -0.37090
C -2.13196 -0.12369 0.95707
H 0.95945 -0.27612 -2.99996
H 1.86840 1.11361 -3.04932
H -2.31947 -0.24759 2.11884
H 2.13845 -0.77952 1.92352
H 0.57837 -0.13690 3.02147
H -0.17813 -1.02563 -0.77650
H -2.14670 -1.16792 0.61070
H -2.81108 0.55865 0.56691
H 2.39973 0.11582 -2.01323
H -0.74339 1.38874 0.48568
```

=====

#2
Density functional theory data (wB97M-V/def2-TZVPD) for a cluster of 2 separate species, C6H10NO in total.

Summary:
- Total charge: +1
- E_HOMO: -12.776 eV

```
18
C6H10NO wB97M-V/def2-TZVPD
O 1.41476 1.48758 -1.16119
N 0.47276 0.22436 1.20879
C 0.63840 0.70251 2.56512
C 0.91568 0.42977 -1.89032
C 0.11059 0.63105 -2.91450
C -1.34962 -1.45082 0.65396
C -2.19136 -2.40635 0.32485
C -0.54263 -0.48553 0.88566
H -0.17132 1.52505 -3.44578
H -2.96025 -2.59751 0.95708
H 1.13831 0.62282 0.62841
H 1.53962 2.35005 -1.49483
H 1.12343 -0.43982 -1.19132
H 0.16355 0.21406 3.43329
H 0.41762 1.71223 2.80419
H -0.37470 -0.21480 -3.33874
H 1.66826 0.74699 2.58495
H -2.01311 -3.05165 -0.60962
```

=====

#3
Density functional theory data (wB97M-V/def2-TZVPD) for the ion C6H10NO with charge +1.

Summary:
- Total charge: +1
- E_HOMO: -15.522 eV

```
18
C6H10NO wB97M-V/def2-TZVPD
O -1.47899 1.29842 -0.17851
N -1.81618 -0.94413 0.20295
C -0.23386 0.89583 -0.04822
C 0.81785 1.87545 -0.12376
C -0.05760 -0.50345 0.18481
C 0.28140 -1.13122 -1.14007
C -2.28497 0.15600 0.02077
C 0.78818 -1.04502 1.37866
H 0.63623 -0.45538 2.29807
H 0.48122 2.83585 -0.59541
H -0.05737 -0.42699 -1.95763
H 1.93903 -1.09862 1.08401
H -3.40299 0.37465 -0.21519
H 1.43054 -1.33116 -1.21405
H -0.39076 -2.07794 -1.34292
H 0.33879 -2.09601 1.52262
H 1.80656 1.62732 -0.69868
H 1.20293 2.04640 0.82255
```

=====

Verdict on stability: #2 comes out at the bottom.

=====

#1
Density functional theory data (wB97M-V/def2-TZVPD) for an isolated molecule of C13H20N2O4S.

Summary:
- Total charge: 0
- E_HOMO: -8.052 eV
- Structure (SMILES): CCOC(=O)c1c(NC(=O)CNCCO)sc(C)c1C

```
40
C13H20N2O4S wB97M-V/def2-TZVPD
S 1.97074 -1.98339 0.24227
O -0.25375 1.92534 -0.16992
O 1.15997 -1.81365 2.65366
O -4.23018 -0.74569 4.46684
O 0.36934 1.90745 -2.31885
N -1.45468 -0.89816 3.97716
N 0.49321 -0.06029 1.41889
C 2.31806 -1.75470 -1.45541
C -0.32534 3.14068 -2.49640
C 1.05607 0.12449 -0.95589
C -2.40601 -0.85597 2.87565
C 1.77772 -0.61053 -1.95380
C -0.22627 -0.15894 3.74101
C 1.91910 -0.17025 -3.37313
C 0.56486 -0.75381 2.58419
C -0.19423 3.55511 -3.94952
C 3.13253 -2.77918 -2.16888
C 1.09070 -0.51432 0.27211
C 0.33812 1.38210 -1.09429
C -3.72650 -1.45302 3.36561
H -0.47925 0.88506 3.54110
H -1.37501 3.00132 -2.21310
H -3.48205 -0.57772 5.05566
H 2.50772 -0.88689 -3.93779
H -0.00119 0.82797 1.29629
H 4.04897 -2.34108 -2.56399
H 0.10788 3.89179 -1.82575
H -3.57071 -2.51125 3.62920
H 0.37896 -0.21979 4.64891
H -2.06913 -1.39624 1.97734
H 0.85328 3.67780 -4.21111
H 2.40398 0.80269 -3.41881
H -0.71299 4.49583 -4.10849
H -1.22358 -1.86555 4.19147
H 3.40077 -3.57781 -1.48258
H -0.62697 2.79666 -4.59627
H 2.57484 -3.21030 -3.00009
H -2.56442 0.19377 2.61193
H -4.48405 -1.39851 2.58085
H 0.93948 -0.07102 -3.83609
```

=====

#2
Density functional theory data (wB97M-V/def2-TZVPD) for an isolated molecule of C13H20N2O4S.

Summary:
- Total charge: 0
- E_HOMO: -8.612 eV
- Structure (SMILES): CO[C@H]1C[C@H](OC)[C@H]2C[C@H]3C(=O)NC(=S)N[C@H]3O[C@H]2C1

```
40
C13H20N2O4S wB97M-V/def2-TZVPD
S 2.96585 2.81107 -3.92653
O 0.69376 -0.43398 -1.72939
O -1.56424 3.65770 -2.27358
O -0.20655 -3.63439 1.54116
O -0.21677 1.11441 2.45557
N 0.51475 3.30516 -3.10435
N 1.38777 1.07842 -3.22180
C -0.62337 2.85952 -2.47106
C -0.14637 1.56753 -0.37091
C -0.34062 -1.19368 2.12238
C 0.20192 0.04995 1.59323
C 0.30721 -2.16673 -0.15155
C -0.56941 -2.34592 1.06621
C 1.57944 2.40922 -3.24747
C -1.18330 -4.33052 2.32258
C -0.53777 0.21089 0.26902
C -0.28897 -0.89553 -0.78075
C -0.67023 1.52728 -1.84576
C 0.19178 0.49927 -2.65224
C 0.90999 1.81326 3.01087
H 0.21064 -2.92515 -0.93444
H 0.94016 2.78394 2.45873
H 0.73345 2.09420 4.10895
H -0.51281 0.03845 -3.35958
H 0.39386 -1.52068 2.95337
H -0.50430 2.37766 0.29287
H 1.25365 -0.08266 1.41943
H 0.96117 1.68881 -0.37620
H 1.37863 -2.04096 0.17997
H -1.71664 1.15113 -1.79979
H -2.20686 -4.03491 2.01624
H -1.64194 0.26191 0.39493
H -0.92951 -5.40855 2.31428
H -1.24363 -1.05333 -1.38516
H -1.31342 -1.07916 2.46438
H -1.18486 -4.02444 3.37686
H 0.54234 4.38220 -3.27732
H 1.85393 1.24764 3.00318
H 2.21202 0.55581 -3.30909
H -1.63075 -2.31483 0.85272
```

=====

Verdict on stability: #2 comes out at the bottom.

=====

#1
Density functional theory data (wB97M-V/def2-TZVPD) for a cluster of 4 separate species, C3H13NO3 in total.

Summary:
- Total charge: +1
- E_HOMO (spin up / spin down): -13.283 / -13.283 eV
- <S²>: 0.75
- Multiplicity: 2

```
20
C3H13NO3 wB97M-V/def2-TZVPD
O 2.42576 -2.23090 0.52118
O 1.13182 -3.34574 -1.78949
O 2.25868 0.57448 0.14239
N -1.75641 3.00824 -0.74256
C -1.88274 -0.04728 1.56147
C -1.65488 1.23411 1.01063
C -2.06926 1.60492 -0.34791
H 1.99004 -2.16849 1.37132
H -3.16816 1.49430 -0.42603
H 1.50024 -3.21728 -0.90716
H -2.20703 -0.88249 0.94921
H 2.13224 -1.36465 0.13950
H -0.74760 3.12923 -0.78407
H -1.30258 1.96273 1.73945
H 2.84395 0.66446 -0.61182
H 1.86007 -3.04492 -2.30715
H -2.04340 3.59141 0.04828
H 1.73336 1.37625 0.27452
H -1.63298 1.02939 -1.16814
H -1.85918 -0.19138 2.62906
```

=====

#2
Density functional theory data (wB97M-V/def2-TZVPD) for a cluster of 3 separate species, C3H13NO3 in total.

Summary:
- Total charge: +1
- E_HOMO (spin up / spin down): -14.856 / -14.785 eV
- <S²>: 0.75
- Multiplicity: 2

```
20
C3H13NO3 wB97M-V/def2-TZVPD
O -1.69261 1.61555 -0.72224
O -0.58523 2.07517 1.84409
O -0.64522 -2.58885 1.48635
N 0.86517 -0.00245 -0.58975
C 0.28071 -1.66736 1.05436
C 1.32647 0.14564 -1.96998
C -0.02318 -1.16032 -0.37688
H 0.17007 -1.98352 -1.05650
H -2.35213 1.52748 -0.05494
H -1.02414 -0.78293 -0.47148
H 1.26805 -2.13229 1.15488
H 0.54014 0.29067 -2.72921
H -1.26744 2.48541 -0.77111
H 0.35903 0.88209 -0.40099
H -0.20327 2.72758 2.45144
H -1.35783 -2.32148 2.07066
H 0.40934 -0.78333 1.70925
H 1.82175 -0.74753 -2.31706
H 0.09261 1.43603 1.66853
H 2.01770 0.98445 -1.97941
```

=====

Verdict on stability: #1 comes out at the bottom.

=====

#1
Density functional theory data (wB97M-V/def2-TZVPD) for a structure of composition C25H30B2BrF4N6O10ReS2.

Summary:
- Total charge: +1
- E_HOMO (spin up / spin down): -11.153 / -11.224 eV
- <S²>: 0.79
- Multiplicity: 2

```
81
C25H30B2BrF4N6O10ReS2 wB97M-V/def2-TZVPD
Re -0.46279 0.07618 -0.22071
Br -2.68535 -0.58382 -4.69871
S -3.33608 0.23975 -1.65021
S -3.93716 -0.43984 1.31244
F -3.58932 -3.51996 -1.13023
F -5.27671 -2.07872 -1.76774
F 2.75012 -0.41210 -1.08417
F 3.84378 1.29108 0.05436
O -3.08449 -1.30554 -1.55230
O -4.18418 4.36414 2.88663
O -2.81297 -1.58442 1.14062
O -1.16085 -2.81852 -2.87212
O 1.78436 1.74259 -0.82958
O -3.92476 0.40372 -0.04519
O 2.18730 0.11203 1.13456
O -3.52961 0.45133 2.32895
O -5.12888 -1.18965 1.33561
O -0.24202 -1.53112 -1.30872
N -0.83666 1.76180 1.18923
N -1.47028 -1.13854 1.19808
N 0.98864 -0.46083 1.13268
N -1.90306 0.82836 -1.54828
N 0.54255 1.37609 -1.17565
N -3.95955 4.84573 0.67444
C -1.27618 -2.47477 3.26643
C -2.23029 3.58355 1.89295
C -2.00583 5.98976 -0.37402
C -2.27984 2.69933 -3.26455
C -0.00973 -0.87714 -3.61212
C 1.60491 -1.58770 3.22826
C -0.09756 2.22624 -2.08861
C 0.66104 -1.20573 2.14494
C -6.30869 4.52798 -0.02019
C -0.20420 3.12138 3.05463
C -1.92751 2.53235 1.05308
C -0.77062 -1.61345 2.17263
C 1.11454 0.77437 -5.56572
C -5.29129 5.45692 0.62342
C -0.24739 0.51610 -5.57830
C 1.91746 0.20876 -4.58610
C -0.54437 -1.83004 -2.57518
C 0.65094 3.33314 -2.75130
C -3.12302 4.96585 -0.51544
C -0.79519 -0.31055 -4.60963
C 1.35568 -0.61018 -3.62094
C 0.02872 2.09067 2.16540
C -1.36750 3.85954 2.94543
C -1.41382 1.94202 -2.31147
C -3.54875 4.31156 1.84622
B 2.68074 0.66462 -0.22974
B -4.02390 -2.34690 -1.47209
H 1.50784 -2.64697 3.46375
H -2.60548 2.26037 0.26612
H 0.52623 3.32820 3.82354
H -0.88195 0.93758 -6.34684
H -6.37262 3.59400 0.53974
H 1.39643 -1.02354 4.14114
H -3.31878 2.37567 -3.23838
H -5.20633 6.39303 0.06741
H 0.45418 4.28827 -2.25874
H -1.25821 5.66863 0.35243
H -6.04450 4.29751 -1.05482
H 1.97816 -1.05316 -2.85766
H -2.25222 3.76708 -3.04217
H -2.71718 3.99462 -0.80485
H -0.97973 -2.04540 4.22440
H 1.54494 1.40673 -6.33115
H -2.35345 -2.59306 3.23132
H 2.98304 0.39531 -4.57369
H -3.78894 5.26000 -1.32724
H -5.58353 5.69854 1.64112
H -1.92284 2.56476 -4.28670
H -2.40740 6.94896 -0.04599
H 0.35562 3.41832 -3.79694
H -0.80550 -3.45794 3.19446
H -1.50452 6.14458 -1.33098
H 0.95126 1.53583 2.21942
H -1.61903 4.63796 3.65341
H 1.71896 3.14469 -2.70155
H -7.29603 4.98904 -0.02395
H 2.62389 -1.37518 2.91823
```

=====

#2
Density functional theory data (wB97M-V/def2-TZVPD) for a structure of composition C25H30B2BrF4N6O10ReS2.

Summary:
- Total charge: +1
- E_HOMO (spin up / spin down): -11.655 / -11.640 eV
- <S²>: 0.77
- Multiplicity: 2

```
81
C25H30B2BrF4N6O10ReS2 wB97M-V/def2-TZVPD
Re 0.88281 -0.73347 1.02360
Br 0.10862 3.22986 -2.19650
S -4.09507 -1.58812 1.88398
S -1.23777 0.55902 0.87777
F 4.17533 2.27812 0.83171
F -1.41517 -2.33673 0.55360
F -1.83975 -4.17964 1.86609
F 2.07159 1.63035 0.12087
O 3.77232 0.02251 0.55138
O -5.43264 -1.09323 1.95490
O 0.34275 -3.73013 1.19271
O -1.75628 -1.80071 -4.78769
O 2.71664 1.28569 2.33451
O -0.60588 1.97454 0.32457
O -0.79628 -2.39895 2.86592
O -3.03509 -0.67726 2.21006
O -0.03798 2.61370 2.39066
O -3.51293 -1.02323 -0.78685
N 0.81423 -0.51685 -1.22344
N 1.20627 -2.76893 0.80097
N -3.01815 -0.38294 -3.56266
N 1.67203 0.44224 2.50552
N 0.08190 -1.38684 2.81020
N 2.90295 -0.99888 0.62817
C -1.84696 -0.97866 -3.89193
C -0.34047 -1.05469 5.21879
C -0.37760 -0.73898 -1.82094
C 3.36372 -2.15432 0.27304
C -0.57178 -0.59531 -3.17884
C 4.75622 -2.36466 -0.19523
C 1.92241 0.98186 4.89574
C -4.05306 0.14629 -1.38937
C 1.53316 6.54075 -0.24232
C 2.74855 -4.64728 0.41307
C -0.05261 2.85865 1.21816
C 0.51003 -0.22165 -3.96901
C 0.31194 -0.75516 3.91877
C 0.60170 4.38577 -0.77014
C -4.85324 -2.00928 -4.03306
C -4.17486 -0.69997 -4.41028
C -3.18762 0.63847 -2.54185
C 0.46301 4.10261 0.59259
C 1.31927 0.26368 3.74596
C 1.39604 6.27944 1.11159
C 1.13789 5.59749 -1.17708
C 2.38812 -3.20751 0.48192
C 1.84659 -0.14836 -1.99713
C 0.87115 5.06844 1.51576
C 1.72771 0.01558 -3.36423
B 3.19363 1.36131 0.94031
B -0.96809 -3.18076 1.60586
H 0.41096 -1.29328 5.97266
H 1.98490 -5.25636 0.88353
H 4.86514 -3.32838 -0.68498
H 2.28800 0.26197 5.62938
H 2.59198 0.32045 -3.93618
H -4.15350 -2.83763 -4.13593
H -5.69450 -2.19822 -4.69970
H 2.79032 0.04065 -1.51312
H -4.86919 0.13755 -4.33753
H 0.76466 4.83588 2.56593
H 1.24846 5.79740 -2.23305
H 1.95565 7.47736 -0.58018
H -1.02466 -1.89000 5.11919
H -1.19448 -1.05500 -1.18600
H -0.89140 -0.17816 5.56473
H -3.61499 -1.76232 -1.39825
H -5.07471 -0.04258 -1.72928
H 2.84224 -4.95683 -0.63089
H -3.66920 1.51547 -2.98403
H -2.21240 0.95575 -2.17548
H 1.16392 1.59949 5.38151
H 5.44644 -2.31423 0.65010
H 2.73896 1.61558 4.57079
H 0.38542 -0.13556 -5.04043
H -3.82148 -0.76401 -5.43873
H -4.09147 0.90881 -0.61103
H -5.24373 -1.98901 -3.01318
H 1.69888 7.01159 1.84663
H 3.70851 -4.81516 0.90072
H 5.04193 -1.56506 -0.87746
```

=====

Verdict on stability: #1 comes out at the bottom.